Arrangement a

Formula: CH5BrP2
Source: the OMol25 dataset
Level of theory: wB97M-V/def2-TZVPD

```
9
Properties=species:S:1:pos:R:3:mulliken_charge:R:1
P 0.628 0.561 0.807 0.045
H -0.756 0.401 -1.547 0.312
H 2.303 -1.416 0.947 0.078
H 1.842 -0.965 -0.959 0.067
H -0.204 0.133 1.848 0.071
C -1.074 0.853 -0.618 -0.696
H -1.263 1.914 -0.684 0.347
Br -2.621 -0.058 0.044 -0.096
P 1.144 -1.424 0.162 -0.127
```

LUMO ... 0.527 eV
Structure (SMILES) ... [PH2]#[PH]CBr

---

Arrangement b

Formula: CH5BrP2
Source: the OMol25 dataset
Level of theory: wB97M-V/def2-TZVPD

```
9
Properties=species:S:1:pos:R:3:mulliken_charge:R:1
P 0.017 -1.824 -0.742 -0.033
C 1.408 1.031 0.251 -0.820
Br -3.030 0.470 -0.711 -0.210
H -2.249 -2.241 0.292 0.088
H 0.669 -0.261 -0.509 -0.005
H 2.180 1.251 -0.443 0.330
H 0.665 1.808 0.216 0.302
H 1.898 0.829 1.172 0.314
P -1.558 -1.061 0.475 0.034
```

LUMO (spin up / spin down) ... -2.332 / -1.679 eV

---

Energy ordering: arrangement a at the bottom, the next structure 0.0855 hartree above.

---

Arrangement a

Formula: C33H39GeLuN3O6S
Source: the OMol25 dataset
Level of theory: wB97M-V/def2-TZVPD

```
84
Properties=species:S:1:pos:R:3:mulliken_charge:R:1
H -1.170 -0.293 2.768 0.035
C -2.975 -1.197 -0.689 -0.965
C 0.159 -2.413 1.846 0.062
C 3.074 -2.256 3.529 -0.416
C 4.069 -2.299 4.496 -0.827
C -3.938 0.832 -1.564 -0.859
C 3.898 -1.957 -0.028 -1.083
H 2.524 -3.165 3.307 0.373
C 1.129 -1.382 -1.785 1.405
C 4.790 -1.156 4.802 -0.505
H 5.874 -2.073 -0.740 0.424
H -2.355 -5.155 3.022 0.357
C 3.442 -0.352 -2.350 -1.502
C -2.301 2.179 -4.011 -0.822
H 0.542 0.256 -4.347 0.196
H -1.418 -3.538 4.656 0.395
C 2.501 -1.498 -0.280 1.446
Lu -0.398 1.006 -1.110 0.353
C 0.831 0.831 1.100 -0.675
C -1.596 4.413 -4.641 -0.862
H -2.500 2.892 2.037 0.269
O -2.648 2.574 -0.700 0.254
H -2.164 -1.868 -0.966 0.040
C -1.780 3.394 1.381 -0.600
C 2.766 -1.082 2.844 -0.311
C -3.883 1.926 -0.519 -0.633
O 1.792 -2.479 -1.122 -0.714
N -1.099 4.558 -3.273 -0.213
C -1.652 -4.396 2.700 -0.620
N 0.156 -0.261 -3.571 -0.322
H 4.283 -3.231 5.008 0.401
H -4.709 2.624 -0.722 0.638
H -1.435 4.299 1.896 0.432
H -1.765 4.370 -0.550 0.126
C 3.500 0.058 3.176 -0.730
C -0.355 -3.354 0.953 -0.176
H -3.372 4.291 0.207 0.474
H -0.051 -3.312 -0.082 0.228
H 0.164 -2.397 -3.406 0.343
C 0.815 -1.531 -3.260 -1.588
H 5.424 -0.849 -2.852 0.394
C -0.604 3.305 -2.827 -0.028
N -1.187 2.201 -3.099 0.607
O -0.696 2.564 1.045 -0.084
H -2.598 -1.728 1.370 0.187
C 2.313 -0.441 -1.386 0.512
C -2.429 3.752 0.054 -0.773
H 1.713 -1.669 -3.862 0.543
Ge 1.437 -0.985 1.358 3.032
S 0.835 3.322 -1.783 -0.527
H 2.052 0.578 -1.063 -0.160
H -1.632 -5.043 0.653 0.430
C -1.446 0.552 2.135 -1.115
H 0.048 1.902 2.879 0.482
H -3.991 1.559 0.510 0.195
H 5.569 -1.185 5.554 0.360
O -0.022 -1.059 -1.130 -0.079
H 0.192 -1.846 3.921 0.461
H -0.342 5.226 -3.225 0.321
H 3.297 0.270 -3.228 0.514
C 4.615 -0.956 -2.140 -0.851
O -1.814 0.111 0.842 1.038
H -0.842 -0.331 -3.714 0.166
H 3.288 0.996 2.677 0.345
C -2.852 -0.839 0.783 -0.646
H -4.867 0.254 -1.475 0.585
H -2.697 3.175 -5.922 0.350
C -1.130 -3.490 3.612 -0.866
H -3.775 -0.404 1.193 0.518
H -3.873 1.317 -2.554 0.215
C 4.500 0.028 4.139 -0.769
H -3.939 -1.679 -0.891 0.600
C -2.238 3.270 -4.941 -0.481
H -2.435 1.185 -4.441 0.250
H -1.536 5.289 -5.269 0.345
H 1.733 1.449 1.167 0.647
H 4.127 -2.486 0.889 0.391
C 4.864 -1.720 -0.919 -0.648
H -2.307 1.046 2.605 0.453
H 5.053 0.931 4.370 0.408
C -1.249 -4.330 1.374 -0.637
O -2.816 -0.055 -1.517 -0.011
C -0.264 1.477 1.910 -1.045
C -0.226 -2.526 3.184 -0.464
```

Total charge ... -1
LUMO ... 2.526 eV

---

Arrangement b

Formula: C33H39GeLuN3O6S
Source: the OMol25 dataset
Level of theory: wB97M-V/def2-TZVPD

```
84
Properties=species:S:1:pos:R:3:mulliken_charge:R:1
H 0.433 0.357 -5.328 0.432
H 0.835 2.170 1.907 0.538
H 2.334 -4.460 -3.088 0.360
C 5.233 0.133 4.125 -0.412
H -3.405 -0.918 3.327 0.360
H -1.355 1.212 3.677 0.505
H 0.090 -1.821 0.659 0.068
C -3.376 1.814 2.344 -0.666
H -3.508 1.282 3.299 0.361
C 3.157 -3.553 -1.327 -0.732
H -3.510 -1.144 -2.688 0.356
H 3.800 -2.411 0.364 0.249
H 5.834 0.137 5.026 0.362
H -3.747 -3.464 -2.359 0.387
O -2.119 1.496 1.799 0.249
H 5.047 3.310 -2.551 0.382
C 3.833 2.076 -1.286 -0.398
H 3.212 -1.903 2.330 0.177
C 3.181 -2.421 -0.527 -0.147
O -0.375 0.649 0.035 -0.149
C -4.648 -0.955 1.544 -0.645
H -1.141 -0.975 3.311 0.332
Lu -2.052 -0.003 -0.667 1.011
O -2.296 -1.218 1.624 0.842
H -5.499 -0.735 2.198 0.539
C 1.833 3.943 -1.702 -0.668
O -4.314 0.168 0.756 -0.218
C 0.365 0.244 1.126 0.957
H 5.708 2.158 3.611 0.392
H 0.857 0.895 3.126 0.329
H 0.978 -1.561 2.167 0.213
C 5.157 1.268 3.329 -0.770
H 4.579 -1.893 4.378 0.390
H 4.311 2.155 1.570 0.291
C 2.374 -3.571 -2.470 -0.566
C 3.666 0.126 1.791 0.320
H 4.614 1.336 -1.138 0.389
C 4.079 3.187 -2.079 -0.718
C -2.319 -2.952 -0.830 0.546
N -2.696 0.340 -3.937 -0.182
H -3.411 0.860 -4.457 0.222
H -4.453 -3.177 -0.772 0.347
C -1.571 -0.002 -4.784 -0.684
C -3.462 -1.451 2.368 -1.034
H -1.065 2.802 2.975 0.543
H -4.426 2.133 0.511 0.159
Ge 2.281 0.247 0.368 2.171
H 0.592 2.657 -0.523 0.003
O -1.506 -2.004 -1.107 -0.334
H -4.935 -1.729 0.832 0.062
C -3.714 -2.806 -1.482 -0.771
N -1.097 1.749 -2.679 -0.026
C -2.270 1.150 -2.779 -0.142
H 0.803 2.023 -3.453 0.259
C 3.756 -1.007 2.606 -0.414
H 3.266 4.990 -2.911 0.349
C 2.425 -1.293 -0.852 -0.209
H -3.568 -2.521 2.585 0.477
H -4.926 -1.179 -1.900 0.139
C 4.527 -1.005 3.758 -0.974
H -5.444 1.516 1.855 0.501
H 1.113 -0.436 -2.314 0.237
H -1.133 -2.607 2.606 0.570
C -0.386 0.621 -4.668 -0.342
H -1.788 -0.742 -5.546 0.411
O -2.111 -3.930 -0.118 -0.789
C 4.377 1.262 2.183 -0.280
C -1.089 1.729 2.743 -1.450
C -0.159 1.555 -3.611 -0.605
C 0.129 -1.218 1.569 -0.486
C 1.669 -1.315 -2.019 -0.224
C -1.124 -1.536 2.366 -1.739
H 1.038 4.655 -1.884 0.401
C 1.645 -2.447 -2.824 -0.396
C 0.306 1.285 2.265 -0.863
H -3.446 2.891 2.555 0.498
N -3.944 -1.390 -1.789 -0.408
C 2.589 1.887 -0.686 0.305
C 1.586 2.828 -0.912 -0.229
S -3.621 1.747 -1.811 -0.738
H 1.045 -2.443 -3.722 0.449
C -4.472 1.447 1.354 -0.905
C 3.080 4.129 -2.280 -0.514
H 3.746 -4.422 -1.057 0.389
```

Total charge ... -1
LUMO (spin up / spin down) ... 2.379 / 2.378 eV

---

Energy ordering: arrangement b at the bottom, the next structure 0.1121 hartree above.

---

Arrangement a

Formula: C2H15NO5
Source: the OMol25 dataset
Level of theory: wB97M-V/def2-TZVPD

```
23
Properties=species:S:1:pos:R:3:mulliken_charge:R:1
H 2.728 0.947 0.570 0.318
O 0.210 -1.616 -2.809 -0.585
H 4.151 1.313 1.250 0.297
C -1.998 1.409 -1.074 -0.372
H 1.365 -0.212 2.317 0.318
H -0.569 -0.355 0.188 0.146
O -3.033 1.193 -0.107 -0.520
H -2.257 2.357 -1.577 0.299
C -0.627 1.609 -0.368 -0.576
O -0.894 -3.306 1.300 -0.645
H -1.861 0.661 -1.863 0.263
N 0.077 0.332 -0.171 -0.351
H -0.726 2.073 0.600 0.292
H -1.593 -2.819 1.749 0.316
H 2.769 -0.012 3.048 0.333
H -0.116 -2.750 1.409 0.317
H -3.669 0.575 -0.483 0.306
O 1.817 -0.121 3.154 -0.652
H 0.613 -0.048 -0.939 0.199
H -0.630 -2.010 -3.083 0.302
H -0.060 2.239 -1.059 0.357
H 0.881 -2.158 -3.243 0.287
O 3.422 0.699 1.192 -0.647
```

LUMO ... 0.367 eV
Structure (SMILES) ... NCCO.O.O.O.O

---

Arrangement b

Formula: C2H15NO5
Source: the OMol25 dataset
Level of theory: wB97M-V/def2-TZVPD

```
23
Properties=species:S:1:pos:R:3:mulliken_charge:R:1
C -0.197 0.580 -2.647 -0.798
H -1.531 0.766 1.585 0.375
H 0.579 0.386 -3.363 0.338
H -0.096 -0.325 2.687 0.407
H -1.789 -0.742 1.129 0.270
O 2.135 -1.620 0.593 -0.669
N 0.173 1.379 -1.480 -0.343
C 1.152 0.884 -0.766 -0.531
H -0.667 -0.354 -2.295 0.307
H -2.582 2.352 -0.208 0.286
H 1.866 -1.105 1.419 0.409
H -1.049 2.203 -0.648 0.443
H 0.438 -1.587 -0.492 0.350
H 1.126 -0.069 3.680 0.292
O -0.528 -1.635 -0.528 -0.567
H 1.287 1.225 0.242 0.274
H 1.874 -2.453 0.882 0.272
H 1.808 0.067 -1.134 0.429
O -1.722 2.126 0.181 -0.720
H -1.033 1.130 -3.161 0.278
O 0.902 -0.446 2.782 -0.685
H -0.660 -2.568 -0.314 0.261
O -1.487 -0.192 1.857 -0.676
```

LUMO ... 0.529 eV
Structure (SMILES) ... C=NC.O.O.O.O.O

---

Energy ordering: arrangement b at the bottom, the next structure 0.0024 hartree above.

---

Arrangement a

Formula: C5H7NO3
Source: the OMol25 dataset
Level of theory: wB97M-V/def2-TZVPD

```
16
Properties=species:S:1:pos:R:3:mulliken_charge:R:1
H 0.566 0.879 1.049 0.319
H -1.450 -2.215 -0.065 0.332
C 2.093 0.290 -0.087 -1.194
O 0.546 -1.844 -0.922 -0.611
H 2.908 -0.340 -0.511 0.278
N -1.208 -1.099 0.151 -0.205
O -3.502 -0.543 0.099 -0.486
H 1.846 0.911 -0.836 0.459
C 0.140 -1.039 -0.094 0.540
C -2.357 -0.160 0.161 0.362
H 2.635 1.241 0.413 0.294
C -1.739 1.172 -0.522 0.080
H -2.691 2.178 -0.743 0.313
H 1.487 -0.482 1.632 0.444
O -0.290 1.121 -0.588 -0.457
C 1.015 -0.072 0.863 -0.469
```

LUMO ... -2.140 eV

---

Arrangement b

Formula: C5H7NO3
Source: the OMol25 dataset
Level of theory: wB97M-V/def2-TZVPD

```
16
Properties=species:S:1:pos:R:3:mulliken_charge:R:1
O 0.726 -2.373 -0.527 -0.515
C -0.773 -0.535 -0.897 0.513
C 0.588 -1.182 -0.737 0.422
H -0.422 0.401 2.224 0.301
H 2.858 1.471 -0.969 0.287
H 1.051 1.690 -1.340 0.261
H -1.998 -0.406 2.184 0.289
O -1.932 1.222 0.213 -0.487
O -1.226 -0.186 -1.978 -0.621
C 1.619 -0.132 -0.381 -0.253
H 2.474 -0.634 0.071 0.337
H -0.511 -1.332 1.797 0.350
H -2.148 1.255 -0.743 0.356
C 1.853 1.063 -0.966 -0.618
N -1.149 0.043 0.334 0.281
C -1.011 -0.366 1.715 -0.904
```

LUMO ... -0.358 eV
Structure (SMILES) ... C=CC(=O)C(=O)N(C)O

---

Arrangement c

Formula: C5H7NO3
Source: the OMol25 dataset
Level of theory: wB97M-V/def2-TZVPD

```
16
Properties=species:S:1:pos:R:3:mulliken_charge:R:1
H -3.531 0.752 -0.995 0.308
H -4.167 0.106 0.500 0.293
C -3.247 0.388 -0.010 -1.089
C 3.278 1.642 -0.288 0.603
H 3.459 -0.879 -0.700 0.237
H 2.120 -1.191 0.213 0.290
O -1.532 -1.176 1.010 -0.374
O 3.859 2.399 -0.967 -0.406
H -2.794 -1.681 -0.627 0.359
H 2.525 0.911 1.471 0.326
O 0.154 -0.806 -0.624 -0.524
C -0.887 -0.761 -0.056 0.535
N 3.025 -0.728 0.204 -0.604
C 2.844 0.660 0.470 -0.425
H -2.760 1.170 0.567 0.326
C -2.346 -0.805 -0.169 0.144
```

LUMO ... 0.535 eV
Structure (SMILES) ... C[C@@H]1OC1=O.NC=C=O

---

Energy ordering: arrangement c at the bottom, the next structure 0.0152 hartree above.

---

Arrangement a

Formula: C5H7NO3
Source: the OMol25 dataset
Level of theory: wB97M-V/def2-TZVPD

```
16
Properties=species:S:1:pos:R:3:mulliken_charge:R:1
H -1.347 2.195 0.759 0.317
O 0.522 0.051 0.538 -0.225
N -0.111 -0.084 -2.956 -0.459
C -0.758 0.666 -0.576 0.730
C -0.434 0.271 -1.908 0.177
H 2.516 -0.351 0.894 0.256
H 1.859 -1.033 -0.630 0.375
H -1.223 2.666 -1.038 0.299
C -0.429 -1.246 0.816 0.535
H 2.159 0.723 -0.484 0.306
H -1.153 -1.898 2.430 0.369
C -1.123 1.922 -0.261 -1.052
O -0.908 -1.033 2.065 -0.408
H -1.311 -0.377 -0.032 0.021
O -0.113 -2.297 0.338 -0.481
C 1.855 -0.178 0.046 -0.759
```

LUMO ... -0.517 eV

---

Arrangement b

Formula: C5H7NO3
Source: the OMol25 dataset
Level of theory: wB97M-V/def2-TZVPD

```
16
Properties=species:S:1:pos:R:3:mulliken_charge:R:1
O -0.382 1.424 1.936 -0.443
C 0.930 1.009 1.783 -0.498
N -0.130 1.619 -0.542 0.953
H 1.666 1.704 1.696 0.315
C -0.898 -0.755 0.316 -0.804
H -0.956 -1.130 1.335 0.327
H 0.914 -1.941 -0.115 0.306
O -1.168 2.135 -0.881 -0.561
H -0.816 -1.010 -2.446 0.333
C -0.101 -1.467 -1.824 -0.826
C 0.035 -1.521 -0.549 0.060
C -0.018 0.816 0.695 0.529
H 1.144 0.148 2.306 0.256
O 0.900 1.612 -1.196 -0.535
H 0.666 -2.076 -2.203 0.250
H -1.784 -0.567 -0.310 0.336
```

LUMO ... 0.116 eV
Structure (SMILES) ... C=CC[C@]1([N+](=O)[O-])CO1

---

Arrangement c

Formula: C5H7NO3
Source: the OMol25 dataset
Level of theory: wB97M-V/def2-TZVPD

```
16
Properties=species:S:1:pos:R:3:mulliken_charge:R:1
C 1.357 0.122 0.240 0.652
C -1.354 -0.862 0.833 -1.332
H -2.282 -0.380 1.145 0.338
H 2.256 -1.531 0.061 0.356
H 1.888 1.426 -1.027 0.407
C -0.623 0.046 -0.134 1.001
N -0.886 2.463 0.723 -0.731
H -1.593 -1.825 0.379 0.403
C -0.252 1.458 0.586 0.132
O 2.009 0.475 -0.879 -0.487
C -0.808 -0.091 -1.471 -0.794
O 1.072 1.077 1.146 -0.379
H -1.497 -0.824 -1.878 0.293
O 1.753 -1.039 0.729 -0.410
H -0.278 0.526 -2.185 0.247
H -0.762 -1.040 1.732 0.305
```

LUMO (spin up / spin down) ... -1.368 / -1.349 eV

---

Energy ordering: arrangement c at the bottom, the next structure 0.0125 hartree above.